Entry 1:
A cluster of 2 separate species, C3H7N3O2S in total, computed with ωB97M-V with the def2-TZVPD basis set.

Summary:
Kohn-Sham gap (spin up / spin down), eV: 6.683 / 6.690
Lowest unoccupied orbital energy (spin up / spin down), eV: -1.9 / -1.9
HOMO (spin up / spin down), eV: -8.629 / -8.632

The geometry in ORCA input format:
```
! RIJCOSX wB97M-V def2-TZVPD def2/J DEFGRID3
* xyz 0 1
C -1.0581 0.3745 0.9165
C 0.8825 -1.0046 1.0667
C 0.3493 0.1947 -1.0101
N -1.6145 0.4549 2.0180
N -0.0277 -0.1226 0.3499
N -2.8738 0.8520 2.3938
O -3.7491 0.7416 1.5730
O -2.9764 1.2021 3.5347
S -2.2853 2.3163 -1.0088
H 1.9078 -0.7026 0.8478
H 0.7055 -0.9299 2.1392
H 0.7390 -2.0396 0.7472
H 1.2770 0.7693 -1.0123
H 0.4989 -0.7282 -1.5725
H -0.4414 0.7888 -1.4706
H -3.4793 1.9018 -0.5940
*
```

Entry 2:
An isolated molecule of C3H7N3O3, computed with ωB97M-V with the def2-TZVPD basis set.

Summary:
SMILES: CN(O)C(=O)N(N)C=O
Kohn-Sham gap, eV: 10.546
Lowest unoccupied orbital energy, eV: 0.6
HOMO, eV: -9.962

The geometry in ORCA input format:
```
! RIJCOSX wB97M-V def2-TZVPD def2/J DEFGRID3
* xyz 0 1
C -0.5813 -0.3261 -2.3166
C -0.4757 0.3957 0.0383
C 1.5951 0.2492 1.2582
H -0.9992 -1.1938 -2.8219
H 0.3855 -0.0761 -2.8326
H -1.3181 0.4982 -2.4170
H 0.0422 -2.3244 -0.3997
H -0.7105 1.7227 2.1800
H -1.1037 0.2199 2.7162
H 1.9760 0.3070 2.3147
N -0.3541 -0.5651 -0.9230
N 0.2165 0.2106 1.2704
N -0.3515 0.7994 2.4067
O 0.5736 -1.5905 -0.7260
O -1.2358 1.3492 -0.0645
O 2.3410 0.3239 0.3169
*
```

Entry 3:
An isolated molecule of C3H7N3OS, computed with ωB97M-V with the def2-TZVPD basis set.

Summary:
SMILES: [H]/N=C(\C/C=N/O)NS
Kohn-Sham gap, eV: 9.437
Lowest unoccupied orbital energy, eV: 0.7
HOMO, eV: -8.759

The geometry in ORCA input format:
```
! RIJCOSX wB97M-V def2-TZVPD def2/J DEFGRID3
* xyz 0 1
C -0.6533 0.9525 -0.0166
C 0.7231 1.3409 0.5354
C 1.9281 0.6332 0.1097
H -2.8242 -0.8183 -1.2581
H -0.0951 -1.0860 0.2007
H -1.1535 2.6510 -0.8903
H 0.8572 2.4891 0.4449
H 0.6416 1.2695 1.5904
H 2.7585 1.3212 -0.3129
H 3.1023 -2.0280 -0.1134
N -0.8956 -0.4176 0.2954
N -1.5564 1.7066 -0.5569
N 1.9984 -0.6928 0.0345
O 3.3044 -0.9823 -0.3838
S -2.4084 -1.1046 0.0767
*
```

Entry 4:
An isolated molecule of C3H7N3OS, computed with ωB97M-V with the def2-TZVPD basis set.

Summary:
SMILES: C/N=C(/NO)C(N)=S
Kohn-Sham gap, eV: 8.096
Lowest unoccupied orbital energy, eV: -0.4
HOMO, eV: -8.470

The geometry in ORCA input format:
```
! RIJCOSX wB97M-V def2-TZVPD def2/J DEFGRID3
* xyz 0 1
C -2.6026 -0.2411 0.0324
C -0.1317 -0.3232 -0.0804
C 0.5446 1.0812 0.1802
H -3.0762 -0.6963 0.8380
H -2.5801 0.6316 0.5939
H -3.3781 -0.1319 -0.8568
H 0.8760 -2.3171 -0.2412
H 2.6378 -0.5321 -0.5142
H 2.6308 1.8466 0.5031
H 2.2390 0.0708 0.8634
N -1.3054 -0.9182 -0.2141
N 0.9748 -1.1737 -0.1883
N 1.7493 1.0689 0.7923
O 1.7738 -0.6359 -1.0872
S -0.3521 2.2706 -0.6213
*
```

Entry 5:
A structure of composition C3H7N3S, computed with ωB97M-V with the def2-TZVPD basis set.

Summary:
Kohn-Sham gap, eV: 9.519
Lowest unoccupied orbital energy, eV: 0.8
HOMO, eV: -8.768

The geometry in ORCA input format:
```
! RIJCOSX wB97M-V def2-TZVPD def2/J DEFGRID3
* xyz 0 1
C 2.0280 0.0787 -0.0162
C 0.9643 -0.6138 -0.5919
C -2.3532 -0.3412 0.6081
N 1.6244 1.5506 0.2253
N 0.4660 1.7625 -0.1438
N -0.2384 0.8344 -0.6454
S -1.8542 0.6714 -0.8513
H 2.0633 -0.0731 1.0897
H 3.0639 -0.0205 -0.4395
H 1.0511 -0.7976 -1.7392
H 0.3599 -1.2817 -0.1276
H -1.4195 -0.2929 1.3071
H -2.3779 -1.3628 0.3213
H -3.3777 -0.1140 1.0034
*
```

Entry 6:
An isolated molecule of C3H7N3S, computed with ωB97M-V with the def2-TZVPD basis set.

Summary:
SMILES: [H]/N=C\N(C)C(N)=S
Kohn-Sham gap, eV: 9.034
Lowest unoccupied orbital energy, eV: 0.5
HOMO, eV: -8.566

The geometry in ORCA input format:
```
! RIJCOSX wB97M-V def2-TZVPD def2/J DEFGRID3
* xyz 0 1
C -1.4120 0.1477 -1.7234
C -1.5627 0.1025 0.7917
C 0.6286 -0.1073 -0.3466
H -1.4213 -0.9623 -2.0669
H -0.8832 0.9630 -2.3781
H -2.4866 0.4531 -1.5251
H -2.5682 0.1067 0.4406
H -0.3973 -0.0424 2.1905
H 2.1243 -0.3114 -1.7615
H 0.5441 -0.2180 -2.5399
N -0.7416 0.0476 -0.3552
N -1.3624 0.1281 2.0400
N 1.1656 -0.2221 -1.6329
S 1.6083 -0.0325 0.9341
*
```

Entry 7:
A cluster of 2 separate species, C3H7N3S in total, computed with ωB97M-V with the def2-TZVPD basis set.

Summary:
Kohn-Sham gap, eV: 7.574
Lowest unoccupied orbital energy, eV: -0.4
HOMO, eV: -8.004

The geometry in ORCA input format:
```
! RIJCOSX wB97M-V def2-TZVPD def2/J DEFGRID3
* xyz 0 1
C 1.0697 -1.3720 1.3099
C 1.6876 -0.8842 -0.0459
C -1.3034 0.9236 -0.7064
H 0.2941 -2.2328 1.0044
H 0.6674 -0.4629 1.7970
H 2.0686 -1.6668 1.9941
H 1.3705 0.7255 -1.5306
H -1.0356 1.6543 -1.5114
H -2.6397 1.2617 0.7701
H -3.2830 1.8231 -1.3034
N 1.0189 0.3334 -0.6002
N -0.4076 0.1708 -0.0531
N -2.5427 1.2208 -0.2849
S 3.0352 -1.4945 -0.8397
*
```

Entry 8:
A cluster of 2 separate species, C3H7N3S in total, computed with ωB97M-V with the def2-TZVPD basis set.

Summary:
Kohn-Sham gap (spin up / spin down), eV: 7.265 / 7.304
Lowest unoccupied orbital energy (spin up / spin down), eV: -1.7 / -1.7
HOMO (spin up / spin down), eV: -8.961 / -8.989

The geometry in ORCA input format:
```
! RIJCOSX wB97M-V def2-TZVPD def2/J DEFGRID3
* xyz 0 1
C 1.1370 0.8462 0.7648
C -0.3012 0.2493 0.9496
C -1.7852 -0.8572 -0.7839
N 1.4913 0.2195 -0.5806
N -0.5802 -0.1723 -0.4559
N 0.5272 -0.2639 -1.1612
S 4.3593 0.3139 -0.8107
H 1.0875 1.9576 0.6345
H 1.8525 0.4959 1.4990
H -0.3100 -0.7970 1.3869
H -1.1000 1.0186 1.1339
H -1.8385 -1.0118 -1.9007
H -1.8566 -1.7693 -0.1835
H -2.6830 -0.2295 -0.4922
*
```

Entry 9:
An isolated molecule of C3H7N3S2, computed with ωB97M-V with the def2-TZVPD basis set.

Summary:
SMILES: C=NN/C(=N/S)SC
Kohn-Sham gap, eV: 8.903
Lowest unoccupied orbital energy, eV: 0.6
HOMO, eV: -8.340

The geometry in ORCA input format:
```
! RIJCOSX wB97M-V def2-TZVPD def2/J DEFGRID3
* xyz 0 1
C -1.4314 -1.6128 -1.3220
C -0.3982 0.5581 -0.1648
C 2.9121 0.7742 0.9796
H -1.9803 -1.8877 -0.2536
H -2.2014 -1.9178 -2.0843
H -0.4754 -2.1956 -1.3811
H 1.5019 0.2821 -1.0037
H 3.3576 0.9669 1.9576
H 3.6839 0.3781 0.2067
H -2.7230 0.8587 2.4413
N 0.9606 0.5019 -0.1750
N 1.6526 0.9109 0.8616
N -1.0172 0.8022 0.8595
S -1.0606 0.2135 -1.8401
S -2.7811 1.3672 0.9184
*
```

Entry 10:
An isolated molecule of C3H7N3S2, computed with ωB97M-V with the def2-TZVPD basis set.

Summary:
SMILES: CSC(/C=N\N)=N\S
Kohn-Sham gap, eV: 8.556
Lowest unoccupied orbital energy, eV: 0.1
HOMO, eV: -8.463

The geometry in ORCA input format:
```
! RIJCOSX wB97M-V def2-TZVPD def2/J DEFGRID3
* xyz 0 1
C 1.6178 -1.2594 0.5376
C -0.5632 0.3836 0.4073
C -1.4219 0.3096 -0.7933
H 2.7071 -1.3566 0.5189
H 1.2091 -1.8716 -0.2638
H 1.2358 -1.6274 1.5126
H -2.4198 -0.0542 -0.5929
H -0.0419 1.1895 -3.4733
H 0.7471 1.0678 -1.9427
H -1.4218 0.1648 3.7330
N -1.2383 0.6581 -2.0137
N -0.1201 1.2704 -2.4530
N -1.1899 0.2983 1.5256
S 1.2329 0.4913 0.3011
S -0.3329 0.3361 2.9967
*
```

Entry 11:
An isolated molecule of C3H7N3S2, computed with ωB97M-V with the def2-TZVPD basis set.

Summary:
SMILES: NN(C=S)C/C=N\S
Kohn-Sham gap, eV: 8.272
Lowest unoccupied orbital energy, eV: -0.3
HOMO, eV: -8.615

The geometry in ORCA input format:
```
! RIJCOSX wB97M-V def2-TZVPD def2/J DEFGRID3
* xyz 0 1
C -0.2395 -0.1493 -0.5933
C -0.7380 -1.0469 0.6230
C 2.1475 -0.0324 -0.2416
H 1.4525 1.9737 1.2547
H 0.6301 2.7953 -0.3653
H -1.0886 0.4130 -0.7759
H -0.2136 -0.7073 -1.5596
H 0.1010 -1.3858 1.4479
H -4.1453 -1.6732 0.3099
H 3.0401 0.8094 -0.1670
N 0.7633 1.8274 0.4258
N 0.9826 0.6226 -0.3996
N -1.9353 -1.2993 0.6613
S -3.3998 -0.4530 -0.4147
S 2.6428 -1.6941 -0.2057
*
```

Entry 12:
An isolated molecule of C3H7N3S2, computed with ωB97M-V with the def2-TZVPD basis set.

Summary:
SMILES: [H]/N=C(/NS)S/N=C/C
Kohn-Sham gap, eV: 9.665
Lowest unoccupied orbital energy, eV: 0.7
HOMO, eV: -8.949

The geometry in ORCA input format:
```
! RIJCOSX wB97M-V def2-TZVPD def2/J DEFGRID3
* xyz 0 1
C -1.9329 -0.5110 2.4375
C -1.6933 -0.7120 0.9342
C 0.9969 0.2949 -1.7951
H -1.1328 0.1446 2.7854
H -1.8884 -1.5416 2.8955
H -2.9054 -0.0164 2.6075
H -2.4919 -1.2487 0.3771
H 0.9815 -0.2540 -3.6864
H 1.2623 0.6440 0.1884
H 3.9062 0.8611 -1.1608
N -0.6582 -0.2577 0.3610
N 1.5182 0.2302 -2.9581
N 1.5681 0.9827 -0.7712
S -0.5572 -0.4847 -1.3204
S 3.0270 1.8686 -0.8946
*
```

Entry 13:
The ion C3H7N4 with charge +1, computed with ωB97M-V with the def2-TZVPD basis set.

Summary:
SMILES: [H]/N=C1/N[C@H]1C(N)=[NH2+]
Kohn-Sham gap, eV: 9.793
Lowest unoccupied orbital energy, eV: -3.7
HOMO, eV: -13.476

The geometry in ORCA input format:
```
! RIJCOSX wB97M-V def2-TZVPD def2/J DEFGRID3
* xyz 1 1
C 0.3240 0.3602 -0.4330
C 0.3189 -0.5663 0.6869
C -0.7834 1.2441 -1.3318
N -0.0642 1.7620 -0.3694
N 0.0898 -0.3222 1.9858
N 0.6730 -1.8145 0.3702
N -1.6530 1.2586 -2.1635
H 1.1075 0.0924 -1.1395
H 0.5245 2.5826 -0.3548
H 0.0936 -1.0752 2.6551
H 0.8946 -2.0684 -0.5782
H 0.7627 -2.5248 1.0788
H -2.0328 0.4936 -2.6913
H -0.2551 0.5778 2.2844
*
```

Entry 14:
The ion C3H7N4 with charge +1, computed with ωB97M-V with the def2-TZVPD basis set.

Summary:
SMILES: [H]/N=C/N=N\C(C)=[NH2+]
Kohn-Sham gap, eV: 8.157
Lowest unoccupied orbital energy, eV: -6.3
HOMO, eV: -14.450

The geometry in ORCA input format:
```
! RIJCOSX wB97M-V def2-TZVPD def2/J DEFGRID3
* xyz 1 1
C -2.4456 -0.3550 0.1099
C 0.8562 0.1152 -0.2545
C 1.9010 1.0799 -0.4906
N -1.4577 -0.1937 -0.8532
N -0.2778 0.0843 -0.7748
N -3.0107 0.6487 0.6480
N 1.2991 -1.2516 0.2868
H -2.5356 -1.4723 0.2623
H 2.6675 0.5665 -0.8894
H 2.3500 1.6146 0.4546
H 1.6171 1.8922 -1.1313
H -3.7739 0.4368 1.3955
H 0.7217 -2.0418 0.3166
H 2.0885 -1.1237 0.9200
*
```

Entry 15:
The ion C3H7N4 with charge +1, computed with ωB97M-V with the def2-TZVPD basis set.

Summary:
Kohn-Sham gap, eV: 7.934
Lowest unoccupied orbital energy, eV: -4.3
HOMO, eV: -12.265

The geometry in ORCA input format:
```
! RIJCOSX wB97M-V def2-TZVPD def2/J DEFGRID3
* xyz 1 1
C -1.1461 1.1182 0.6691
C 0.5738 1.4313 2.1339
C 1.0290 0.3971 -0.1570
N -0.5234 1.9348 2.6280
N -1.5651 1.7821 1.7587
N 0.1644 0.9019 0.8417
N 0.7436 -1.1350 -0.5099
H -1.6058 0.9517 -0.2845
H 1.6067 -1.4952 -1.0675
H 0.9082 0.7737 -1.1175
H 1.9885 0.4513 0.3364
H -2.4938 2.1219 2.0506
H 0.3742 -1.8043 0.1965
H 0.0682 -1.0888 -1.2579
*
```

Entry 16:
A cluster of 2 separate species, C3H7N4O2 in total, computed with ωB97M-V with the def2-TZVPD basis set.

Summary:
Kohn-Sham gap, eV: 10.485
Lowest unoccupied orbital energy, eV: -3.5
HOMO, eV: -14.007

The geometry in ORCA input format:
```
! RIJCOSX wB97M-V def2-TZVPD def2/J DEFGRID3
* xyz 1 1
C -0.6028 -1.1737 0.9223
C -0.6954 -0.8782 -1.2633
C -0.7559 1.1790 0.4469
N -0.6434 -2.1782 -1.0803
N -0.6972 -0.2309 0.0080
N -0.5388 -2.3267 0.2228
N 3.2854 -0.4156 -0.1873
O 3.6727 0.2521 0.8688
O 2.0915 -0.3978 -0.4114
H -0.6553 -1.0775 2.0054
H -0.6528 -0.4974 -2.2489
H -0.8289 1.9366 -0.3916
H -1.4481 1.3517 1.3098
H 0.4013 1.3875 0.6921
H 4.5378 -0.0144 1.0634
H -0.3857 -3.2444 0.6919
*
```

Entry 17:
A structure of composition C3H7N4O2S, computed with ωB97M-V with the def2-TZVPD basis set.

Summary:
Kohn-Sham gap, eV: 8.662
Lowest unoccupied orbital energy, eV: -5.2
HOMO, eV: -13.820

The geometry in ORCA input format:
```
! RIJCOSX wB97M-V def2-TZVPD def2/J DEFGRID3
* xyz 1 1
C 0.4505 -0.8471 -0.5830
C 0.3611 0.3274 0.2966
C -1.3622 -0.1627 -1.7751
N -0.3389 -1.0989 -1.5580
N -2.0883 -0.5828 -2.8327
N 1.3466 1.2409 -0.2140
N 0.5988 -0.0293 3.0642
O 2.4895 1.0839 0.2608
O 1.0604 2.0776 -1.0283
S -1.6672 1.1097 -0.6382
H 1.2433 -1.5183 -0.1834
H 0.3646 0.2761 1.7539
H -1.9255 -1.3862 -3.4099
H -2.8758 -0.0850 -3.1699
H 1.2583 0.6457 3.3848
H 1.2774 -0.8567 2.9842
H -0.1926 -0.1943 3.6480
*
```

Entry 18:
An isolated molecule of C3H7N4P, computed with ωB97M-V with the def2-TZVPD basis set.

Summary:
Kohn-Sham gap (spin up / spin down), eV: 7.078 / 6.470
Expectation value of S²: 2.023
Lowest unoccupied orbital energy (spin up / spin down), eV: 1.1 / -3.3
HOMO (spin up / spin down), eV: -5.994 / -9.729

The geometry in ORCA input format:
```
! RIJCOSX wB97M-V def2-TZVPD def2/J DEFGRID3
* xyz 0 3
C 3.1731 -1.0273 -0.1574
C -0.9612 -0.0842 -1.0388
C -0.2364 0.2886 1.5173
N 3.9554 -0.0645 -0.0176
N 3.2637 1.1192 -0.2726
N 2.0408 0.9812 -0.4045
N 1.6878 -0.2814 -0.4201
P 0.1683 -0.9308 0.0933
H 3.2290 -2.1021 -0.2224
H -0.7008 0.9728 -1.0883
H -1.8781 -0.3495 -0.4893
H -0.7731 -0.6290 -1.9895
H -0.2541 -0.2467 2.4228
H -1.2962 0.6561 1.3902
H 0.4536 1.1681 1.4666
*
```